Record 1
This record from the Open Molecules 2025 dataset describes a structure of composition C50H59N2O5P2SSi2Ti at a distorted geometry. The level of theory is wB97M-V/def2-TZVPD.

Last column: Mulliken charge in e.
Element x y z (Å)
Ti  1.57  -0.24  -0.75  -1.120
S  -0.91  1.63  2.70  1.324
P  -3.06  2.16  0.38  1.299
P  0.42  -1.11  2.12  2.411
Si  4.35  -1.83  -2.04  0.636
Si  1.78  -1.69  -3.98  0.343
O  -1.23  -1.77  -0.80  -0.766
O  0.94  1.52  0.18  0.071
O  1.58  -2.20  -0.42  0.419
O  0.00  -0.16  -1.73  -0.591
O  0.42  2.34  2.74  -0.897
N  2.62  1.27  -1.75  0.884
N  -3.16  -1.77  -2.48  -0.019
C  -2.30  4.59  -2.79  -0.824
C  3.45  3.20  -2.83  -1.301
C  -6.98  1.23  -0.63  -0.700
C  -1.72  -0.45  6.17  -1.128
C  3.67  1.05  -3.88  -0.360
C  -1.03  0.42  4.03  0.564
C  -2.41  3.52  -1.92  -0.039
C  -2.22  2.82  3.03  0.070
C  2.95  0.05  1.99  0.956
C  -1.04  -0.93  -1.66  1.048
C  -1.55  0.62  5.31  -0.800
C  2.01  -0.52  2.84  0.638
C  1.81  -3.57  2.53  -0.809
C  -5.77  1.92  -0.55  -0.250
C  2.93  -2.44  -5.24  -1.214
C  3.91  -3.63  -1.65  -1.729
C  2.70  -0.91  -2.47  3.764
C  -3.59  4.91  -0.35  -0.208
C  -0.44  -3.70  1.65  0.542
C  5.68  -1.71  -3.34  -1.293
C  5.00  -1.01  -0.47  -0.976
C  -2.83  5.83  -2.45  -0.622
C  -7.15  0.04  0.06  -0.608
C  -3.08  3.65  -0.70  0.240
C  0.81  -0.31  -4.83  -1.137
C  4.39  0.60  3.80  -0.930
C  -0.35  -5.09  1.62  -1.041
C  -2.08  -0.78  -2.76  -0.540
C  -4.90  0.19  0.88  -0.712
C  1.89  -4.96  2.48  -0.950
C  -0.84  -1.94  4.51  -0.759
C  -4.52  4.24  3.63  -0.826
C  -4.43  3.56  2.42  -0.899
C  -3.43  4.30  4.48  -0.818
C  -0.63  -0.88  3.64  -0.167
C  -4.73  1.41  0.20  0.211
C  -3.26  2.87  2.07  0.125
C  -2.29  3.58  4.19  -0.613
C  3.03  0.50  -2.77  -1.853
C  2.30  -0.54  4.21  -0.594
C  -3.47  5.98  -1.23  -0.776
C  3.88  2.42  -3.90  -0.990
C  -1.40  -1.73  5.76  -0.848
C  0.64  -3.12  -3.44  -1.025
C  2.83  2.60  -1.77  -0.332
C  4.13  0.61  2.44  -1.240
C  -6.11  -0.48  0.82  -0.642
C  3.48  0.02  4.68  -0.881
C  0.82  -5.72  2.03  -0.639
C  0.64  -2.93  2.13  -0.484
H  -1.60  -0.96  -3.72  0.094
H  4.70  -4.27  -2.07  0.470
H  3.65  -1.73  -5.66  0.373
H  -8.11  -0.47  0.03  0.422
H  -6.25  -1.40  1.38  0.464
H  0.17  -3.03  -2.47  0.094
H  2.98  -3.99  -2.11  0.518
H  4.85  0.08  -0.48  0.061
H  1.47  0.21  -5.52  0.449
H  3.91  -3.85  -0.58  0.490
H  2.34  -2.82  -6.07  0.456
H  -5.66  2.88  -1.06  0.453
H  -4.08  -0.20  1.47  0.449
H  5.99  -0.68  -3.53  0.376
H  -5.27  3.56  1.75  0.561
H  0.89  -6.80  2.01  0.451
H  -3.48  4.89  5.39  0.444
H  4.84  1.05  1.75  0.488
H  0.49  2.22  -0.31  0.204
H  -1.55  -2.57  6.43  0.463
H  0.97  1.83  1.15  0.104
H  -5.44  4.76  3.88  0.463
H  -2.11  -0.28  7.16  0.445
H  -1.19  -5.67  1.28  0.489
H  -1.35  -3.21  1.34  0.592
H  2.80  -5.45  2.80  0.501
H  2.74  0.05  0.91  0.499
H  -1.79  4.47  -3.74  0.468
H  2.50  3.17  -0.92  0.705
H  3.99  0.41  -4.69  0.621
H  5.41  -2.17  -4.29  0.384
H  -0.01  -0.69  -5.43  0.560
H  -0.56  -2.94  4.23  0.448
H  3.49  -3.29  -4.84  0.394
H  -4.07  5.06  0.60  0.462
H  0.86  -2.69  0.04  -0.093
H  3.62  4.27  -2.82  0.527
H  -1.84  1.60  5.63  0.610
H  4.55  -1.43  0.43  0.195
H  6.56  -2.25  -2.97  0.460
H  -4.06  -1.32  -2.29  0.388
H  -2.48  0.23  -2.76  -0.049
H  -2.86  -2.24  -1.61  0.212
H  -0.14  -3.24  -4.20  0.434
H  -7.80  1.65  -1.20  0.444
H  -3.29  -2.46  -3.22  0.420
H  2.19  -2.85  -0.82  -0.353
H  3.69  0.01  5.74  0.472
H  0.43  0.45  -4.14  0.143
H  -3.87  6.94  -0.94  0.453
H  6.08  -1.17  -0.39  0.606
H  -2.75  6.67  -3.13  0.408
H  1.21  -4.06  -3.45  0.500
H  4.38  2.88  -4.75  0.556
H  2.65  -3.00  2.90  0.537
H  -1.43  3.65  4.85  0.690
H  1.61  -0.98  4.91  0.551
H  5.30  1.05  4.18  0.467
H  -1.98  2.57  -2.20  -0.087

Output
LUMO: -0.3300 hartree
total energy: -4935.02796 Eh
total charge: +3
multiplicity: 1
HOMO-LUMO gap: 5.493 eV
ΔE to the lowest compared entry with this formula, charge and spin: 1.092 eV

Record 2
This record from the Open Molecules 2025 dataset describes a structure of composition C33H40CsN9O4S2Si at a distorted geometry. The level of theory is wB97M-V/def2-TZVPD.

Last column: Mulliken charge in e.
Element x y z (Å)
Cs  0.30  -2.25  0.45  0.916
S  0.42  -5.51  -1.43  1.377
S  3.70  -1.19  0.97  -0.389
Si  0.63  0.60  -3.52  0.384
O  1.61  -4.86  -0.88  -0.766
O  0.18  1.32  -2.21  -1.004
O  -0.78  -4.77  -0.99  -0.708
O  0.36  -6.94  -1.31  -0.765
N  0.95  0.23  4.18  -0.756
N  1.43  1.41  3.76  0.745
N  1.26  0.80  0.17  0.062
N  -3.20  -0.23  1.47  0.877
N  4.40  2.14  -0.84  -0.979
N  4.72  0.95  -0.29  0.202
N  -1.43  1.33  3.00  -0.220
N  -3.77  -1.32  0.92  -1.182
N  2.62  1.12  -0.04  0.559
C  1.49  -4.38  -3.68  -0.120
C  -3.49  0.12  2.83  -0.300
C  -6.16  -0.71  5.40  -1.467
C  -0.81  2.49  3.30  0.405
C  -4.63  -0.38  3.42  -0.603
C  0.66  -4.74  -5.91  1.027
C  2.79  1.41  3.76  -0.082
C  0.55  5.00  3.45  0.398
C  3.12  2.23  -0.68  0.987
C  -0.40  -5.47  -5.36  -0.630
C  0.58  2.57  3.55  0.177
C  2.01  -0.52  4.39  -0.363
C  -1.50  3.74  3.27  -0.343
C  -0.51  -0.83  -4.00  -0.952
C  2.38  -0.17  -3.39  -0.934
C  3.20  0.16  4.15  -0.859
C  -4.12  0.75  5.45  -1.193
C  -2.99  1.28  4.86  -0.178
C  0.73  1.77  -5.02  -1.195
C  -0.51  -5.70  -4.00  -0.897
C  -3.38  -1.33  -0.34  -0.304
C  -2.60  0.97  3.55  0.589
C  1.59  -4.16  -5.05  -0.611
C  3.66  0.27  0.22  -0.076
C  -0.84  4.94  3.32  -0.918
C  2.29  3.36  -1.08  -1.073
C  -2.46  0.45  0.56  -0.132
C  1.27  6.31  3.46  -1.530
C  0.49  -5.19  -3.18  0.039
C  1.22  3.81  3.60  -0.395
C  0.82  -4.64  -7.39  -1.387
C  -2.55  -0.22  -0.63  -0.738
C  -4.96  -0.09  4.74  0.859
H  1.87  -1.53  4.77  0.410
H  1.60  6.62  4.44  0.291
H  -1.13  -5.91  -6.05  0.245
H  -2.59  3.69  3.12  0.404
H  -1.91  1.31  0.86  0.451
H  2.50  -0.84  -2.53  0.163
H  -1.38  5.88  3.20  0.303
H  2.39  -3.55  -5.43  0.320
H  0.22  -5.40  -7.87  0.384
H  2.28  3.81  3.76  0.379
H  -7.01  -0.80  4.72  0.341
H  -0.27  -1.33  -4.94  0.296
H  -5.24  -1.03  2.80  0.502
H  -0.23  2.24  -5.20  0.287
H  4.20  -0.22  4.13  0.416
H  -2.32  1.93  5.41  0.427
H  3.37  2.22  3.36  0.258
H  0.64  7.10  3.06  0.364
H  -1.55  -0.51  -4.09  0.361
H  2.17  6.28  2.81  0.316
H  -3.68  -2.15  -1.00  0.434
H  -2.01  0.03  -1.54  0.272
H  1.03  1.28  -5.94  0.284
H  0.46  -3.67  -7.74  0.269
H  0.88  1.36  0.92  -0.115
H  -4.30  0.92  6.50  0.317
H  -6.50  -0.08  6.23  0.380
H  3.19  0.56  -3.33  0.332
H  1.43  2.95  -1.65  0.139
H  5.62  0.51  -0.35  0.197
H  1.42  2.59  -4.83  0.288
H  1.88  -4.78  -7.67  0.341
H  2.89  4.03  -1.70  0.349
H  0.75  0.96  -0.75  0.072
H  -0.49  -1.57  -3.19  0.179
H  2.22  -3.96  -3.00  0.537
H  1.92  3.91  -0.22  0.204
H  -1.33  -6.28  -3.60  0.376
H  2.60  -0.78  -4.26  0.415
H  -5.96  -1.70  5.79  0.258

Output
LUMO: 0.1395 hartree
total energy: -3181.45113 Eh
total charge: -2
multiplicity: 1
HOMO-LUMO gap: 5.414 eV
ΔE to the lowest compared entry with this formula, charge and spin: 0.000 eV

Record 3
This record from the Open Molecules 2025 dataset describes the ion C25H35O3Si with charge +1 at a distorted geometry. The level of theory is wB97M-V/def2-TZVPD.

Last column: Mulliken charge in e.
Element x y z (Å)
Si  -1.80  0.79  -2.97  0.604
O  0.05  5.02  2.42  -0.450
O  4.29  -3.20  4.35  -0.505
O  -0.66  0.19  -1.81  -0.048
C  0.85  1.42  2.75  -0.700
C  3.82  -4.60  4.22  -0.357
C  1.90  -1.17  1.69  -0.226
C  2.77  -3.24  2.58  0.510
C  0.58  -1.62  -2.75  -1.494
C  3.00  -0.50  2.26  -0.546
C  -1.11  0.72  -4.69  -1.307
C  -4.42  0.33  -3.76  -1.791
C  -3.35  -0.31  -2.86  1.727
C  -0.39  3.19  0.99  -0.744
C  0.69  5.57  3.59  -0.842
C  -3.03  -1.72  -3.36  -1.529
C  1.87  -2.58  1.74  -0.265
C  -2.17  2.51  -2.39  -1.220
C  0.36  -0.62  -1.71  1.229
C  3.68  -2.49  3.35  0.059
C  0.74  2.77  3.10  -0.679
C  -3.83  -0.33  -1.40  -1.554
C  3.84  -1.11  3.17  -1.301
C  0.16  3.68  2.19  0.592
C  2.91  -4.67  2.99  -0.634
C  0.84  -0.42  0.88  1.139
C  -0.20  1.86  0.65  0.807
C  0.52  0.98  1.45  -0.780
C  1.28  -0.48  -0.57  -1.508
H  1.23  0.73  3.50  0.637
H  -1.03  -0.29  -5.09  0.388
H  0.60  6.65  3.47  0.259
H  4.59  -0.58  3.75  0.444
H  -3.95  -2.33  -3.33  0.492
H  -4.09  0.67  -1.04  0.341
H  0.18  5.24  4.51  0.329
H  1.90  -1.38  -0.68  0.492
H  3.40  -5.28  2.22  0.233
H  1.12  3.11  4.07  0.397
H  -1.29  3.15  -2.60  0.399
H  3.28  -4.85  5.15  0.276
H  -0.11  -2.48  -2.66  0.257
H  -2.67  -1.72  -4.40  0.304
H  -4.66  1.35  -3.44  0.375
H  -0.62  1.52  -0.28  -0.052
H  -0.12  1.20  -4.71  0.398
H  1.15  -3.16  1.16  0.467
H  3.15  0.56  2.05  0.592
H  -1.77  1.30  -5.34  0.362
H  0.53  -1.22  -3.78  0.298
H  1.95  0.37  -0.77  0.300
H  -0.10  -0.99  0.94  0.515
H  4.71  -5.23  4.15  0.277
H  -3.07  -0.76  -0.72  0.246
H  1.60  -2.00  -2.62  0.542
H  1.76  5.28  3.64  0.356
H  -0.94  3.87  0.33  0.442
H  -2.28  -2.23  -2.73  0.165
H  -2.38  2.58  -1.31  0.261
H  -5.34  -0.26  -3.71  0.445
H  1.95  -5.13  3.23  0.314
H  -4.10  0.36  -4.81  0.375
H  -4.73  -0.96  -1.32  0.463
H  -3.02  2.93  -2.93  0.420

Output
LUMO: -0.1675 hartree
total energy: -1488.61267 Eh
total charge: +1
multiplicity: 1
HOMO-LUMO gap: 5.820 eV
ΔE to the lowest compared entry with this formula, charge and spin: 0.000 eV

Record 4
This record from the Open Molecules 2025 dataset describes a structure of composition C32H23N10PS5V at a distorted geometry. The level of theory is wB97M-V/def2-TZVPD.

Last column: Mulliken charge in e.
Element x y z (Å)
V  -1.34  -0.41  -0.51  -0.416
S  -1.60  -0.74  1.75  -0.127
S  0.21  1.08  -1.59  -0.571
S  1.80  0.94  1.51  0.287
S  -1.98  1.82  0.01  -0.340
S  1.22  2.96  1.61  -0.100
P  -0.10  -1.73  -2.05  2.427
N  1.62  -1.70  -1.90  -0.124
N  -0.25  3.46  -4.58  -0.563
N  1.32  -2.21  0.30  0.431
N  -2.62  -0.35  -1.76  -0.045
N  -4.96  -2.67  1.59  -0.888
N  -3.50  4.66  -1.91  -0.513
N  -1.73  2.83  7.26  -0.477
N  -0.86  -1.10  6.91  -0.505
N  -3.30  -2.10  0.21  0.208
N  -4.01  -1.98  2.26  0.301
C  -1.47  -5.26  -0.51  -0.947
C  0.13  -0.83  -6.56  -0.517
C  3.13  -2.38  1.85  -0.856
C  -1.43  3.18  -2.31  0.731
C  -0.59  -3.49  -1.90  0.662
C  -1.19  2.42  6.33  -0.221
C  -0.08  -1.40  -3.85  0.406
C  3.54  -1.67  -0.40  -0.947
C  -0.10  0.59  5.12  0.765
C  -0.71  -4.33  -3.01  -0.566
C  -0.84  -0.20  -5.79  -0.668
C  -0.95  -0.49  -4.44  -0.533
C  -2.57  4.01  -2.09  -0.148
C  4.01  -1.93  0.87  -0.339
C  0.66  0.10  4.05  -0.342
C  -4.51  -2.71  0.36  0.592
C  -0.48  1.94  5.19  0.616
C  -0.76  3.34  -3.55  -0.052
C  -1.01  -3.96  -0.65  -0.321
C  0.57  2.34  3.11  0.161
C  -1.55  -6.10  -1.61  -0.615
C  -1.18  -5.63  -2.86  -0.824
C  -5.23  -3.34  -0.77  -1.139
C  -0.16  2.84  4.17  -0.706
C  0.97  1.00  3.06  -0.227
C  -1.09  2.21  -1.42  0.718
C  0.99  -1.75  -5.98  -0.811
C  0.90  -2.03  -4.63  -0.735
C  2.18  -1.84  -0.64  0.087
C  1.79  -2.50  1.51  -0.477
C  -0.51  -0.33  6.13  -0.242
C  -3.02  -1.64  1.41  -0.224
H  4.19  -1.32  -1.19  0.484
H  1.74  -2.24  -6.58  0.415
H  -6.09  -3.90  -0.40  0.375
H  -1.92  -7.11  -1.50  0.398
H  0.21  -0.60  -7.62  0.398
H  2.08  -1.04  -2.51  0.387
H  -4.56  -4.01  -1.32  0.225
H  -3.23  0.44  -1.94  0.222
H  -1.27  -6.27  -3.73  0.435
H  -3.00  -1.18  -2.21  0.210
H  1.05  -2.85  2.23  0.490
H  -4.10  -1.79  3.24  0.192
H  5.06  -1.80  1.10  0.424
H  -1.68  0.01  -3.83  0.468
H  -1.78  -5.62  0.47  0.444
H  -5.59  -2.57  -1.46  0.221
H  -0.44  -3.97  -3.99  0.420
H  3.48  -2.61  2.84  0.444
H  -1.50  0.53  -6.24  0.423
H  0.95  -0.94  4.02  0.484
H  -0.96  -3.31  0.20  0.158
H  -0.47  3.87  4.22  0.565
H  1.59  -2.73  -4.18  0.453

Output
LUMO (alpha / beta): -0.0595 / -0.0332 hartree
total energy: -5057.11073 Eh
total charge: 0
multiplicity: 2
HOMO-LUMO gap (alpha / beta): 6.792 / 7.598 eV
ΔE to the lowest compared entry with this formula, charge and spin: 1.075 eV
expectation value of S²: 0.81

Record 5
This record from the Open Molecules 2025 dataset describes a cluster of 2 separate species, C37H36BNO5 in total at a distorted geometry. The level of theory is wB97M-V/def2-TZVPD.

Last column: Mulliken charge in e.
Element x y z (Å)
O  -3.60  -2.84  4.45  -0.535
O  0.48  -1.07  5.24  -0.604
O  0.60  -2.17  2.70  0.111
O  -3.71  -0.22  3.50  -0.581
O  3.01  -2.18  -3.77  -0.431
N  4.73  2.82  1.59  0.138
C  -4.25  -0.32  1.33  -1.071
C  -0.46  0.88  4.71  -0.478
C  -2.51  -2.14  4.90  0.927
C  6.18  2.97  1.66  -0.899
C  1.35  0.30  -1.74  -0.335
C  -2.53  -2.16  6.27  -0.586
C  1.80  -0.35  -2.87  -0.852
C  -2.68  -0.89  2.87  1.000
C  0.55  -4.40  2.48  -1.286
C  -4.27  -3.38  5.52  0.390
C  3.62  -1.34  -1.57  -0.940
C  -0.65  -3.96  3.13  -0.609
C  1.15  -0.09  5.95  0.342
C  -5.79  0.88  3.07  -1.291
C  -2.99  -0.98  1.54  -0.739
C  -0.54  -0.48  4.53  0.744
C  2.67  1.95  1.11  1.184
C  4.08  4.94  2.72  -0.865
C  3.81  3.72  2.13  0.598
C  4.09  1.82  0.94  -0.723
C  -5.36  -4.28  5.21  -1.263
C  3.16  -0.65  -0.47  -0.869
C  -4.66  0.12  2.57  0.432
C  0.61  1.13  5.63  -1.041
C  -3.64  -2.98  6.67  -1.119
C  2.85  -1.29  -2.76  0.900
C  1.71  5.43  2.50  -0.754
C  2.99  5.79  2.96  -0.615
C  2.03  0.20  -0.49  0.333
C  2.51  3.26  1.79  -0.103
C  -0.61  -2.59  3.22  0.482
C  1.28  -3.26  2.23  0.343
C  1.71  1.03  0.67  -0.658
C  1.47  4.17  1.91  -0.266
C  2.50  -3.00  1.50  -0.643
C  2.12  -0.55  6.92  -1.312
C  3.86  -3.33  -3.54  -0.744
B  -1.55  -1.46  3.80  0.063
H  -1.10  1.63  4.26  0.675
H  -6.39  0.30  3.78  0.252
H  4.91  -3.02  -3.42  0.320
H  3.70  -0.75  0.46  1.055
H  3.55  -3.92  -2.65  0.334
H  4.65  1.11  0.34  0.735
H  -2.41  -1.49  0.78  0.681
H  3.73  -3.92  -4.45  0.244
H  -5.85  -4.58  6.14  0.358
H  -1.85  -1.64  6.94  0.552
H  -4.80  -0.20  0.40  0.408
H  -3.91  -3.24  7.69  0.427
H  -6.10  -3.80  4.56  0.268
H  2.82  -1.27  6.46  0.274
H  -5.00  -5.18  4.70  0.237
H  5.10  5.20  3.03  0.237
H  0.48  3.92  1.52  0.483
H  -6.44  1.18  2.25  0.365
H  3.17  -2.35  2.08  0.222
H  6.61  3.14  0.66  0.336
H  6.43  3.81  2.32  0.285
H  0.73  1.03  1.13  0.569
H  4.50  -1.99  -1.50  0.272
H  0.90  6.16  2.60  0.380
H  -5.44  1.79  3.59  0.268
H  2.25  -2.49  0.56  -0.040
H  0.93  2.09  6.03  0.479
H  0.50  1.00  -1.82  0.461
H  0.83  -5.41  2.21  0.406
H  3.14  6.73  3.50  0.401
H  -1.44  -4.61  3.51  0.559
H  1.64  -1.03  7.78  0.251
H  2.69  0.30  7.30  0.373
H  6.59  2.03  2.05  0.345
H  3.02  -3.93  1.25  0.328
H  1.30  -0.24  -3.84  0.425

Output
LUMO: -0.1075 hartree
total energy: -1887.14193 Eh
total charge: 0
multiplicity: 1
HOMO-LUMO gap: 2.862 eV
ΔE to the lowest compared entry with this formula, charge and spin: 0.106 eV

Record 6
This record from the Open Molecules 2025 dataset describes an isolated molecule of C4H6N2O at a distorted geometry. The level of theory is wB97M-V/def2-TZVPD.

Last column: Mulliken charge in e.
Element x y z (Å)
O  1.11  1.36  -1.77  -0.506
N  0.92  -0.34  -0.20  -0.133
N  -1.31  -0.72  -0.20  -0.569
C  -0.18  -0.66  1.85  -0.826
C  -0.99  0.17  -1.17  -0.396
C  0.32  0.57  -1.03  0.294
C  -0.17  -0.90  0.43  0.380
H  -1.14  -0.91  2.32  0.311
H  -1.74  0.51  -1.86  0.390
H  0.63  1.54  -2.58  0.338
H  -0.02  0.56  1.64  0.174
H  0.74  -0.99  2.32  0.282
H  1.82  -0.18  0.23  0.261

Output
LUMO: 0.0248 hartree
total energy: -340.70304 Eh
total charge: 0
multiplicity: 1
HOMO-LUMO gap: 8.455 eV
ΔE to the lowest compared entry with this formula, charge and spin: 2.500 eV
SMILES: Cc1ncc(O)[nH]1